DFT (wB97M-V/def2-TZVPD) results for a 2-piece molecular cluster, C3H11N3O overall.

Output
LUMO energy = 0.0299 hartree
Kohn-Sham gap = 9.3 eV
Energy relative to the best compared isomer or geometry (same formula, charge and spin) = 2.223 eV
Strongest force on any atom = 3.28 eV/Å
SMILES string = N/C=C/N.NCO

Geometry as ORCA input:
```
! RIJCOSX wB97M-V def2-TZVPD def2/J DEFGRID3
* xyz 0 1
N -0.66567 -0.64159 1.96230
C -1.09230 0.77660 2.05551
O -0.19108 1.65122 1.34092
H -0.68200 -0.91550 1.02834
H 0.30679 -0.65268 2.22263
H -2.09079 0.89746 1.59520
H -1.17616 1.10920 3.09220
H -0.30319 2.47994 1.79087
C 0.66640 0.16100 -1.27057
C 0.35673 -1.10995 -1.55508
N 0.22857 -2.24199 -0.71181
N 0.74726 1.15212 -2.28896
H 0.80473 0.47633 -0.23459
H 0.32028 -1.43661 -2.59410
H 1.16578 -2.44565 -0.32958
H -0.03599 -3.10629 -1.21853
H 1.52642 1.79735 -2.08013
H -0.06336 1.74090 -2.10962
*
```

Now the natural (NBO) charges, all in e: -0.82, 0.08, -0.75, 0.37, 0.35, 0.15, 0.15, 0.47, -0.10, -0.05, -0.85, -0.83, 0.19, 0.18, 0.37, 0.37, 0.35, 0.36

---

DFT (wB97M-V/def2-TZVPD) results for a 2-piece molecular cluster, C3H11N3O overall.

Output
LUMO energy (spin up / spin down) = 0.0335 / 0.0335 hartree
Kohn-Sham gap (spin up / spin down) = 8.4 / 8.4 eV
Energy relative to the best compared isomer or geometry (same formula, charge and spin) = 5.001 eV
Strongest force on any atom = 2.13 eV/Å

Geometry as ORCA input:
```
! RIJCOSX wB97M-V def2-TZVPD def2/J DEFGRID3
* xyz 0 1
C -0.98677 -0.09991 -0.25489
C 1.58685 1.46876 -0.72142
C -2.12492 -0.41951 0.71906
N 1.73892 0.12343 1.20974
N 1.80476 1.25756 0.55657
N -0.79429 -1.05031 -1.33350
O 2.14599 -0.94801 0.36262
H 2.41412 -1.62587 0.99130
H -0.02506 -0.11690 0.38504
H 1.70629 2.03565 1.20416
H -1.17122 0.87791 -0.70804
H -0.51263 -1.95158 -0.96465
H -1.65148 -1.17721 -1.86269
H 1.63244 0.64184 -1.40405
H 1.47509 2.47978 -1.06490
H -1.96597 -1.38745 1.19554
H -3.08315 -0.45153 0.19684
H -2.18897 0.34338 1.49327
*
```

Now the natural (NBO) charges, all in e: -0.24, -0.29, -0.62, -0.15, -0.25, -0.84, -0.61, 0.48, 0.21, 0.41, 0.18, 0.35, 0.34, 0.23, 0.20, 0.20, 0.19, 0.20

---

Question: Number 2 is which compound?
Answer: C3H11N3O